1.
# C31H36BrCl3CoN2O5S

C31H36BrCl3CoN2O5S as an isolated structure (wB97M-V/def2-TZVPD, the OMol25 dataset).

Geometry as XYZ:
```
80
Properties=species:S:1:pos:R:3:lowdin_charge:R:1
Co -0.777 0.738 -0.471 0.67
C 1.565 -3.777 5.286 -0.03
C 1.013 -4.408 3.996 -0.55
C 2.166 -5.087 3.253 -0.06
C -0.049 -5.466 4.355 -0.02
C 0.333 -3.350 3.151 -0.09
C 0.601 -3.224 1.769 -0.05
C -0.032 -2.259 1.056 -0.52
Br 0.289 -2.092 -0.786 0.95
C -0.998 -1.347 1.660 -0.32
O -1.524 -0.429 0.991 -0.08
C -1.326 -1.533 3.074 -0.05
C -0.638 -2.499 3.746 0.05
C -2.354 -0.632 3.754 -0.53
C -1.840 0.820 3.738 -0.02
C -3.712 -0.727 3.034 -0.03
C -2.579 -1.041 5.210 -0.06
H 2.073 -4.547 5.870 0.09
H 0.781 -3.354 5.915 0.08
H 2.288 -2.989 5.062 0.10
H 2.683 -5.759 3.938 0.09
H 2.896 -4.361 2.886 0.10
H 1.813 -5.688 2.412 0.09
H 0.420 -6.265 4.934 0.10
H -0.485 -5.907 3.456 0.09
H -0.855 -5.039 4.955 0.09
H 1.306 -3.877 1.275 0.11
H -0.841 -2.635 4.798 0.10
H -1.644 1.172 2.727 0.06
H -0.921 0.913 4.319 0.10
H -2.593 1.472 4.188 0.09
H -3.662 -0.360 2.011 0.07
H -4.443 -0.125 3.578 0.09
H -4.073 -1.759 3.017 0.10
H -1.683 -0.901 5.820 0.09
H -2.908 -2.080 5.298 0.09
H -3.362 -0.411 5.633 0.09
C -3.334 -1.211 -3.113 0.01
C -2.574 0.078 -3.058 -0.43
C -2.932 1.169 -4.011 0.00
O -1.672 0.228 -2.246 -0.06
H -3.618 -1.461 -4.135 0.10
H -4.259 -1.079 -2.541 0.11
H -2.761 -2.014 -2.657 0.08
H -4.012 1.346 -3.980 0.10
H -2.703 0.836 -5.029 0.11
H -2.374 2.077 -3.785 0.05
O 4.780 2.786 -0.935 0.08
C 4.225 1.934 -1.804 -0.26
C 4.977 1.560 -2.922 0.00
C 4.446 0.704 -3.864 -0.08
C 3.152 0.197 -3.719 -0.12
C 2.417 0.559 -2.608 -0.08
C 2.929 1.415 -1.633 -0.07
C 2.140 1.768 -0.419 -0.55
O 2.565 2.582 0.395 0.07
O 0.999 1.167 -0.263 -0.18
H 4.097 2.945 -0.237 0.08
H 5.979 1.959 -3.020 0.12
H 5.044 0.421 -4.722 0.11
H 2.742 -0.479 -4.461 0.10
H 1.413 0.176 -2.465 0.07
Cl -4.065 4.541 -1.977 0.65
C -3.343 4.551 -0.370 -1.63
Cl -4.586 4.595 0.877 0.66
Cl -2.210 5.866 -0.192 0.68
C -2.596 3.284 -0.202 -0.31
N -2.003 2.319 -0.083 0.21
S -0.075 3.484 -2.492 0.66
C 0.885 3.621 -3.864 -0.75
N 1.141 2.539 -4.653 0.06
C 1.915 2.543 -5.773 -0.08
C 2.497 3.690 -6.189 -0.05
C 2.292 4.854 -5.410 -0.04
C 1.522 4.821 -4.287 -0.08
H 0.750 1.669 -4.321 0.12
H 2.033 1.596 -6.278 0.13
H 3.108 3.699 -7.078 0.11
H 2.765 5.782 -5.708 0.12
H 1.373 5.697 -3.675 0.11
```

Its HOMO-LUMO gap (alpha / beta) is 7.851 / 4.902 eV. As for the multiplicity: 5. The total charge is +1. The HOMO energy (alpha / beta) comes out at -10.040 / -10.039 eV.

***

2.
# C31H36ClEuFN6O6

C31H36ClEuFN6O6 as an isolated structure (wB97M-V/def2-TZVPD, the OMol25 dataset).

Geometry as XYZ:
```
82
Properties=species:S:1:pos:R:3:lowdin_charge:R:1
Eu 0.876 -2.036 -0.259 1.89
N 0.676 -2.475 2.260 -0.05
N -0.494 -3.297 2.173 -0.03
C -0.613 -4.243 1.091 -0.70
O -1.185 -5.277 1.342 0.08
O -0.157 -3.813 -0.049 -0.21
H 1.446 -3.003 2.646 0.10
H 0.458 -1.743 2.917 0.09
H -0.711 -3.769 3.036 0.12
C 6.356 -3.096 -4.887 -0.06
C 5.237 -2.426 -5.677 -0.34
C 4.943 -3.212 -6.941 -0.16
C 3.830 -2.555 -7.735 -0.14
C 2.596 -2.433 -6.875 -0.16
C 1.317 -2.489 -7.457 0.02
C 0.214 -2.387 -6.654 -0.28
F -1.019 -2.449 -7.232 0.04
C 0.307 -2.224 -5.291 0.05
C 1.577 -2.165 -4.691 -0.07
C 1.689 -1.962 -3.283 -0.29
O 0.599 -1.879 -2.488 -0.26
C 3.007 -1.863 -2.744 -0.10
C 4.108 -2.046 -3.508 0.00
N 4.010 -2.289 -4.884 0.01
C 2.732 -2.295 -5.505 -0.08
C 2.961 -1.713 -1.261 -0.65
O 2.556 -0.622 -0.757 -0.10
O 2.933 -2.770 -0.544 -0.10
H 7.155 -3.374 -5.579 0.08
H 5.989 -4.004 -4.400 0.10
H 6.796 -2.446 -4.131 0.07
H 5.571 -1.420 -5.975 0.15
H 4.650 -4.231 -6.664 0.14
H 5.862 -3.275 -7.528 0.12
H 3.600 -3.128 -8.636 0.12
H 4.162 -1.564 -8.064 0.12
H 1.197 -2.612 -8.527 0.12
H -0.571 -2.141 -4.667 0.12
H 5.095 -2.004 -3.082 0.11
C -0.710 1.790 3.506 -0.03
C -0.809 3.269 3.104 -0.49
C 0.493 3.707 2.418 -0.04
C -0.901 4.082 4.404 -0.03
C -2.032 3.545 2.153 -0.43
O -2.208 4.955 1.965 0.00
C -3.353 2.864 2.551 -0.11
C -4.176 3.433 3.742 -0.11
C -4.380 2.450 4.880 -0.23
C -4.132 2.801 6.203 -0.04
C -4.316 1.892 7.241 -0.10
C -4.760 0.617 6.950 -0.67
Cl -4.985 -0.531 8.236 0.66
C -5.035 0.243 5.643 -0.10
C -4.845 1.160 4.621 -0.04
C -1.740 3.145 0.692 -0.05
N -1.526 1.724 0.426 -0.08
C -0.384 1.089 0.176 -0.13
N -0.614 -0.202 0.059 -0.04
C -1.966 -0.305 0.236 -0.17
N -2.561 0.840 0.463 0.14
H 0.219 1.638 4.065 0.09
H -0.694 1.112 2.648 0.06
H -1.536 1.494 4.158 0.09
H 1.297 3.759 3.157 0.09
H 0.389 4.700 1.972 0.10
H 0.821 3.008 1.646 0.06
H 0.019 3.933 4.977 0.09
H -1.721 3.752 5.037 0.06
H -0.995 5.153 4.209 0.09
H -2.812 5.294 2.631 0.09
H -3.150 1.810 2.726 0.09
H -3.986 2.887 1.664 0.12
H -5.157 3.720 3.361 0.12
H -3.746 4.346 4.157 0.10
H -3.797 3.806 6.442 0.11
H -4.116 2.174 8.267 0.11
H -5.395 -0.756 5.433 0.11
H -5.064 0.861 3.599 0.12
H -0.867 3.680 0.332 0.13
H -2.594 3.464 0.103 0.14
H 0.577 1.566 0.071 0.14
H -2.504 -1.238 0.186 0.12
```

As for the energy above the lowest of the compared OMol25 structures with the same formula, charge and spin: 152.38 kJ/mol. Its HOMO-LUMO gap (alpha / beta) is 4.404 / 7.221 eV. As for the multiplicity: 8. The total charge is 0. The HOMO energy (alpha / beta) comes out at -4.548 / -7.366 eV.

***

no.,total energy (hartree)
1,-7423.959587
2,-3253.336004